(1)
{
  "formula": "C7H10BrO3P",
  "method": "the ωB97M-V functional and the def2-TZVPD basis",
  "species": ["Br", "P", "O", "O", "O", "C", "C", "C", "C", "C", "C", "C", "H", "H", "H", "H", "H", "H", "H", "H", "H", "H"],
  "coordinates": [[-2.174568, 1.887847, -0.322437], [-2.336172, -1.203804, 0.396929], [-3.325837, -0.632145, 1.380840], [-2.845352, -1.467364, -1.013513], [-1.390227, -2.254966, 0.951691], [0.454873, -1.237150, -1.139187], [-0.113695, 0.712616, 1.751109], [1.625143, -1.490035, -1.697994], [1.980409, 1.485871, 0.728243], [-0.197123, 0.104524, -1.158124], [0.801085, 1.718702, 1.333260], [-1.165218, 0.274685, -0.040592], [0.254799, -0.290885, 1.894226], [2.606156, 2.283924, 0.351827], [-0.124832, -2.001431, -0.637305], [2.209011, -0.719942, -2.191402], [0.467990, 2.751266, 1.416741], [2.349419, 0.481491, 0.591822], [2.064753, -2.477465, -1.698401], [-0.759088, 0.182319, -2.102347], [-0.950462, 0.985927, 2.372184], [0.568937, 0.906024, -1.167579]],
  "forces_ev_per_a": [[-0.26, 0.69, -0.16], [-0.43, 0.01, -0.16], [0.01, 0.14, 0.13], [0.11, -0.04, 0.03], [0.28, 0.00, 0.04], [-0.07, -0.08, -0.03], [-1.66, -1.11, -2.64], [0.48, -0.04, -0.21], [0.07, 0.25, 0.24], [0.30, 0.27, -0.27], [0.65, 0.45, -0.19], [0.77, 0.10, 2.68], [0.09, -0.20, 0.15], [-0.02, 0.16, -0.01], [-0.01, -0.27, 0.11], [0.05, 0.18, -0.01], [0.00, 0.01, -0.04], [0.01, -0.23, -0.02], [-0.02, -0.20, 0.04], [-0.03, 0.03, 0.27], [-0.16, -0.01, 0.08], [-0.18, -0.14, -0.03]],
  "e_tot_ha": -3413.8050,
  "lumo_ev": 5.5,
  "fmax_ev_per_a": 3.3,
  "de_lowest_ev": 0.217,
  "charge": -2,
  "homo_ev": -0.062,
  "gap_ev": 5.5
}

(2)
{
  "formula": "C7H10Cl2O",
  "method": "the ωB97M-V functional and the def2-TZVPD basis",
  "species": ["Cl", "Cl", "O", "C", "C", "C", "C", "C", "C", "C", "H", "H", "H", "H", "H", "H", "H", "H", "H", "H"],
  "coordinates": [[3.660426, 1.408397, -0.084869], [2.660294, -1.222605, -1.009151], [0.375240, -0.764192, 1.041592], [-2.841593, -0.679063, -0.946495], [2.278379, 0.328051, -0.081409], [1.143163, 0.347177, 0.929791], [-2.280634, 0.319686, -1.532535], [-1.686704, 1.355420, -1.938367], [0.530805, -1.578891, 2.135806], [0.925104, 1.095667, -0.385026], [0.859260, -1.116290, 3.000412], [-2.278195, -1.562898, -0.707090], [1.051944, 2.116841, -0.462167], [-3.860550, -0.733657, -0.738465], [1.366673, 0.874731, 1.867217], [1.257568, -2.502634, 1.787909], [-1.341491, 2.012015, -1.096825], [-0.424401, -2.056545, 2.241084], [0.242111, 0.709416, -1.041242], [-1.637392, 1.649373, -2.980176]],
  "forces_ev_per_a": [[-0.08, -0.30, 0.61], [-0.56, 1.34, 0.99], [-0.80, 0.93, -1.04], [0.97, -0.94, -0.16], [-1.22, -0.16, -2.12], [0.97, 1.04, -0.22], [-1.15, -1.69, 0.74], [0.86, 2.98, 0.02], [1.33, -4.38, -2.60], [3.09, -2.27, 2.36], [0.75, 1.01, 1.76], [0.31, -0.23, 0.00], [0.27, 2.00, 0.23], [-1.60, 0.22, 0.35], [-0.21, 0.00, -0.30], [-1.29, 2.19, 1.28], [-0.28, -0.21, -1.32], [-0.48, -0.19, 0.59], [-1.18, -1.39, -1.30], [0.30, 0.05, 0.14]],
  "e_tot_ha": -1268.1784,
  "lumo_ev": 0.7,
  "fmax_ev_per_a": 5.3,
  "de_lowest_ev": 0.000,
  "smiles": "CO[C@@H]1CC1(Cl)Cl.C=C=C",
  "homo_ev": -9.460,
  "gap_ev": 10.2
}

(3)
{
  "formula": "C7H10ClFN2O6P",
  "method": "the ωB97M-V functional and the def2-TZVPD basis",
  "species": ["Cl", "P", "F", "O", "O", "O", "O", "O", "O", "N", "N", "C", "C", "C", "C", "C", "C", "C", "H", "H", "H", "H", "H", "H", "H", "H", "H", "H"],
  "coordinates": [[-0.842251, -0.945921, -0.546694], [-0.668563, 0.009069, 1.356724], [-2.785084, -0.720341, -4.899478], [-2.249609, 0.483180, -3.075373], [0.078902, 1.527453, 1.185161], [-2.274237, 2.548074, -3.987209], [0.203516, -3.373334, 3.489632], [-1.641738, -2.353931, 2.862623], [-1.556104, 2.262862, -1.869123], [4.828594, -1.093615, 3.012824], [1.329422, -0.516856, 3.310745], [3.647486, -1.165116, 2.521005], [-0.390432, -2.365171, 2.921935], [2.581327, -0.007213, 2.672245], [-1.981734, 1.808284, -2.876345], [-3.062294, 0.426064, -4.228992], [0.459670, -1.183773, 2.318231], [-2.626781, 1.629078, -5.013530], [-1.752849, 1.427490, -5.637809], [1.147271, -1.647487, 1.553335], [-4.115331, 0.436114, -3.936101], [4.860232, -0.170448, 3.478630], [0.865556, 0.311523, 3.705404], [0.773845, 1.510185, 0.494208], [2.995660, 0.852411, 3.258859], [2.301184, 0.342360, 1.635648], [-3.422381, 2.029276, -5.641583], [3.296724, -2.060217, 1.935028]],
  "forces_ev_per_a": [[0.80, 0.43, 0.55], [-1.99, 0.38, 1.33], [-0.14, -0.11, -0.01], [-0.48, 0.67, -0.39], [0.82, -1.64, -1.09], [-0.07, -0.36, 0.15], [0.40, 3.01, -1.69], [0.47, 1.71, -1.02], [-0.06, -0.03, -0.38], [-1.22, 0.36, -0.45], [0.32, 0.86, -0.53], [-0.61, 0.82, 0.22], [-0.60, -3.78, 2.22], [-0.24, -0.97, -0.60], [0.51, 0.24, 0.91], [0.37, -0.57, 0.04], [1.46, -0.47, -1.11], [-0.16, 0.49, -0.58], [-0.04, -0.24, 0.09], [-0.65, 0.17, 0.82], [0.02, -0.17, -0.06], [0.37, -0.49, -0.03], [0.00, -0.61, -0.11], [-0.29, 0.23, 0.50], [-0.23, -0.80, -0.45], [0.67, -0.05, 0.77], [0.04, 0.15, 0.16], [0.53, 0.77, 0.74]],
  "e_tot_ha": -1735.1607,
  "lumo_ev": 2.2,
  "fmax_ev_per_a": 4.4,
  "charge": -1,
  "homo_ev": -4.088,
  "gap_ev": 6.3
}

(4)
{
  "formula": "C7H10ClIrNO4",
  "method": "the ωB97M-V functional and the def2-TZVPD basis",
  "species": ["Ir", "Cl", "O", "O", "O", "O", "N", "C", "C", "C", "C", "C", "C", "C", "H", "H", "H", "H", "H", "H", "H", "H", "H", "H"],
  "coordinates": [[0.652984, 1.367375, -0.010513], [0.125046, -0.121434, 2.523579], [1.356488, 0.015007, 1.683012], [0.100089, 0.661239, 3.710509], [-0.927602, 0.276643, 1.576077], [-0.125993, -1.534322, 2.929713], [-0.988685, -2.111367, 0.623594], [0.120321, -2.074749, -0.137680], [0.430962, 3.145541, -0.849469], [1.393764, 2.377992, -1.622469], [0.768288, 1.188316, -2.082572], [-0.840427, 2.375654, -0.835467], [-0.587826, 1.132279, -1.576926], [-0.843404, -3.373867, 0.205322], [1.122486, 0.462391, -2.828887], [0.005464, -1.716833, -1.169990], [-1.759794, 2.563749, -0.297891], [-0.393776, -4.122465, 0.813622], [0.621384, 4.061008, -0.317641], [-0.989994, -2.036528, 1.652827], [2.401614, 2.719964, -1.905198], [1.081372, -2.011626, 0.410980], [-1.394322, -3.628296, -0.674082], [-1.328444, 0.384326, -1.820451]],
  "forces_ev_per_a": [[4.63, -4.80, 7.14], [-0.29, -0.40, 1.20], [0.04, -0.51, 1.42], [0.17, 0.38, -0.49], [-0.59, -0.40, 1.21], [0.24, 0.35, -0.37], [-2.21, 0.59, 2.48], [1.92, 0.43, -1.03], [-1.25, 1.52, -1.45], [0.42, 2.13, -2.42], [-0.66, -0.52, -2.78], [-0.84, 0.94, -1.74], [-1.39, 1.29, -1.83], [0.13, -1.61, -2.46], [0.21, 0.42, 0.74], [0.30, -0.58, 0.41], [0.16, 0.38, -0.11], [-0.43, -0.54, 0.79], [-0.08, 0.20, -0.18], [0.53, 1.05, 0.29], [-0.62, -0.36, 0.45], [-0.59, 0.52, -0.69], [0.10, -0.49, -0.64], [0.10, 0.01, 0.06]],
  "e_tot_ha": -1192.2096,
  "lumo_ev": [0.2, -3.7],
  "multiplicity": 6,
  "fmax_ev_per_a": 9.8,
  "de_lowest_ev": 2.774,
  "homo_ev": [-3.282, -9.300],
  "s_squared": 8.7627,
  "gap_ev": [3.5, 5.6]
}

(5)
{
  "formula": "C7H10ClN",
  "method": "the ωB97M-V functional and the def2-TZVPD basis",
  "species": ["Cl", "N", "C", "C", "C", "C", "C", "C", "C", "H", "H", "H", "H", "H", "H", "H", "H", "H", "H"],
  "coordinates": [[-2.733535, 0.167800, -0.558271], [-1.059684, -1.809931, 0.631053], [1.217749, -0.745188, -0.585294], [-1.124333, -0.404793, 0.277707], [0.127156, 1.270206, -1.116057], [-0.141626, -0.260638, -0.920711], [-1.099577, 0.636526, 1.379376], [0.116799, 2.182130, -0.141665], [-0.438053, 1.820321, 1.113770], [1.192922, -1.757589, -0.417020], [1.844486, -0.694228, -1.523019], [1.657386, -0.240335, 0.315165], [-0.598208, -0.857292, -1.620746], [-1.256625, -2.335458, -0.194578], [0.557554, 3.102089, -0.290654], [-0.538653, 2.476303, 1.989786], [-1.738699, 0.385341, 2.200980], [-1.751206, -2.169925, 1.294914], [0.520860, 1.654980, -2.071954]],
  "forces_ev_per_a": [[-0.67, -0.63, -0.09], [-1.08, 0.95, 0.73], [1.98, 0.96, -0.76], [0.12, -0.30, -0.22], [-0.14, -0.33, -1.79], [0.38, 4.13, 3.49], [2.14, 0.32, -2.36], [-0.54, -2.57, -0.06], [-2.37, -1.83, 3.46], [-0.05, -2.53, 0.83], [-0.21, 0.57, 1.13], [-0.23, -0.33, -1.08], [-0.78, -0.65, -2.50], [0.16, -0.47, -0.73], [0.58, 1.93, -0.30], [0.44, 0.38, -0.77], [0.16, 0.35, 0.69], [0.24, 0.77, 0.07], [-0.14, -0.74, 0.28]],
  "e_tot_ha": -787.6131,
  "lumo_ev": 0.6,
  "fmax_ev_per_a": 5.4,
  "de_lowest_ev": 0.101,
  "smiles": "C[C@@H]1C=CC=C[C@@]1(N)Cl",
  "homo_ev": -8.409,
  "gap_ev": 9.0
}

(6)
{
  "formula": "C7H10F2O2P",
  "method": "the ωB97M-V functional and the def2-TZVPD basis",
  "species": ["P", "F", "F", "O", "O", "C", "C", "C", "C", "C", "C", "C", "H", "H", "H", "H", "H", "H", "H", "H", "H", "H"],
  "coordinates": [[0.998284, -0.280536, -1.019526], [2.327612, -2.589665, -0.294891], [3.329413, -1.579650, -1.878575], [1.628252, 0.962498, -0.597519], [0.009393, -0.273089, -2.183688], [-1.330139, 0.823448, 0.833669], [-2.645527, 1.394188, -1.164564], [2.057548, -1.789157, -1.384843], [-2.289576, 0.365581, -0.198225], [0.634256, 0.550132, 2.351219], [0.272319, -1.016954, 0.513380], [-0.260219, 0.124996, 1.251102], [1.000667, -1.535682, 1.063542], [0.760315, -0.206771, 3.117589], [-2.407242, 2.521345, -0.879295], [1.616874, 1.029969, 2.134496], [-3.484710, 1.234617, -1.917399], [-1.803340, 1.256257, -1.808881], [-0.448412, -1.854918, 0.139125], [1.516102, -2.363301, -2.138806], [0.070911, 1.404994, 2.884133], [-1.552781, 1.821697, 1.177956]],
  "forces_ev_per_a": [[-2.15, -1.29, -1.40], [-0.48, -0.21, 0.16], [-0.15, 0.58, -0.43], [1.71, 1.46, 0.33], [1.03, -0.26, 1.32], [-1.80, -0.49, -1.54], [-0.47, 2.04, 0.01], [1.11, -0.16, -0.47], [0.99, 0.02, 0.68], [-0.81, 3.29, 1.77], [-2.22, -1.77, -1.71], [0.14, -0.35, -0.14], [1.12, -0.40, 0.77], [0.12, -0.45, -0.11], [-1.00, -1.75, -0.36], [-0.64, -0.82, -0.52], [0.55, 0.31, 1.49], [1.32, -0.57, -0.79], [0.59, 1.77, 0.65], [-0.01, -0.26, 0.13], [0.79, -1.07, -0.48], [0.23, 0.38, 0.62]],
  "e_tot_ha": -964.2666,
  "lumo_ev": [3.5, 3.5],
  "fmax_ev_per_a": 3.8,
  "de_lowest_ev": 2.090,
  "charge": -1,
  "homo_ev": [-4.175, -4.178],
  "gap_ev": [7.7, 7.7]
}